A structure of composition C42H43CrN4O3P. Source: OMol25; level of theory: wB97M-V/def2-TZVPD.

Atoms and positions in Å:
Cr (1.13, 0.28, -0.36)
C (5.89, 5.60, -0.65)
C (4.72, 4.66, -0.86)
C (3.48, 5.08, -1.35)
C (2.36, 4.26, -1.48)
C (0.98, 4.76, -1.67)
N (-0.08, 3.97, -1.97)
C (-1.47, 4.37, -1.82)
C (-2.45, 3.52, -2.64)
C (-2.17, 2.06, -2.45)
N (-3.37, 1.27, -2.07)
C (-3.72, 1.12, -0.79)
C (-3.02, 1.51, 0.43)
C (-3.78, 2.22, 1.38)
C (-3.17, 2.69, 2.56)
C (-3.80, 3.76, 3.37)
C (-1.90, 2.28, 2.86)
C (-1.10, 1.50, 1.98)
C (0.19, 1.15, 2.41)
N (1.09, 0.41, 1.78)
C (2.26, -0.02, 2.60)
C (2.93, -1.22, 1.93)
C (3.69, -1.02, 0.65)
N (3.20, 0.11, -0.19)
C (4.10, 0.99, -0.62)
C (3.82, 2.38, -0.83)
C (4.83, 3.31, -0.59)
C (2.53, 2.85, -1.25)
O (1.50, 2.05, -1.38)
C (-1.64, 1.15, 0.64)
O (-0.94, 0.51, -0.26)
H (5.60, 6.59, -0.38)
H (6.49, 5.77, -1.57)
H (6.65, 5.25, 0.06)
H (3.39, 6.10, -1.68)
H (0.85, 5.81, -1.40)
H (0.22, 2.98, -1.78)
H (-1.54, 5.42, -2.14)
H (-1.76, 4.35, -0.74)
H (-2.33, 3.81, -3.68)
H (-3.45, 3.85, -2.35)
H (-1.49, 1.91, -1.58)
H (-1.65, 1.66, -3.32)
H (-4.01, 0.89, -2.76)
H (-4.72, 0.64, -0.63)
H (-4.77, 2.56, 1.08)
H (-3.64, 4.79, 3.02)
H (-3.40, 3.68, 4.41)
H (-4.84, 3.52, 3.42)
H (-1.42, 2.59, 3.77)
H (0.48, 1.56, 3.38)
H (1.87, -0.30, 3.55)
H (2.98, 0.83, 2.72)
H (2.16, -1.96, 1.86)
H (3.66, -1.54, 2.68)
H (3.64, -1.91, 0.04)
H (4.74, -0.86, 0.86)
H (5.13, 0.63, -0.79)
H (5.75, 2.92, -0.09)
O (0.92, -1.90, -0.43)
P (-0.05, -3.05, -0.19)
C (0.59, -4.69, -0.66)
C (-0.03, -5.90, -0.28)
C (0.52, -7.10, -0.72)
C (1.59, -7.12, -1.58)
C (2.13, -5.93, -2.07)
C (1.66, -4.71, -1.54)
C (-1.55, -2.79, -1.19)
C (-1.48, -2.05, -2.39)
C (-2.55, -2.16, -3.29)
C (-3.67, -2.98, -3.04)
C (-3.75, -3.65, -1.80)
C (-2.69, -3.57, -0.89)
C (-0.63, -3.18, 1.51)
C (-1.53, -2.24, 1.93)
C (-2.01, -2.24, 3.24)
C (-1.72, -3.26, 4.11)
C (-0.75, -4.15, 3.72)
C (-0.20, -4.17, 2.43)
H (-0.90, -5.93, 0.36)
H (0.06, -8.04, -0.36)
H (1.93, -8.11, -1.96)
H (2.99, -5.91, -2.74)
H (2.08, -3.76, -1.89)
H (-0.70, -1.31, -2.59)
H (-2.58, -1.61, -4.22)
H (-4.48, -3.10, -3.77)
H (-4.57, -4.28, -1.49)
H (-2.77, -4.05, 0.10)
H (-1.81, -1.46, 1.23)
H (-2.65, -1.42, 3.51)
H (-2.24, -3.43, 5.04)
H (-0.42, -4.93, 4.41)
H (0.58, -4.91, 2.17)

<S²>	3.8077
multiplicity	4
charge	+3
frontier orbital gap (alpha / beta)	5.739 / 6.711	eV
lowest unoccupied orbital energy (alpha / beta)	-9.7 / -8.7	eV

These are the Mulliken partial charges, in e, on atoms 1 to 8: 0.231, -1.626, 0.183, -0.450, 0.117, -0.448, 0.085, -0.467

A cluster of 4 separate species, C2H12O3S2 in total. Source: OMol25; level of theory: wB97M-V/def2-TZVPD.

Atoms and positions in Å:
C (-0.69, 0.01, -1.81)
S (-1.86, 0.87, -0.69)
S (-0.68, 1.14, 1.00)
C (0.10, 2.75, 0.64)
H (-0.04, -0.69, -1.24)
H (-0.08, 0.68, -2.34)
H (-1.28, -0.57, -2.56)
H (0.58, 2.70, -0.29)
H (0.82, 2.91, 1.44)
H (-0.66, 3.50, 0.62)
H (1.82, -0.88, -0.11)
H (3.11, -0.35, -0.85)
O (2.14, -0.17, -0.70)
H (1.45, -2.30, 1.72)
H (0.08, -2.17, 1.09)
O (1.05, -2.17, 0.88)
H (-2.36, -2.37, 0.75)
H (-1.80, -0.96, 1.13)
O (-1.70, -1.93, 1.30)

<S²>	0.7526
multiplicity	2
relative energy (zero: lowest compared OMol25 entry of this formula, charge and spin)	16.6	kcal per mole
charge	-1
frontier orbital gap (alpha / beta)	2.429 / 7.927	eV
lowest unoccupied orbital energy (alpha / beta)	3.2 / 3.2	eV

These are the natural (NBO) partial charges, in e, on atoms 1 to 8: -0.791, -0.402, -0.245, -0.730, 0.214, 0.199, 0.214, 0.207

The molecule C5H4Cl2O. Source: OMol25; level of theory: wB97M-V/def2-TZVPD.

Atoms and positions in Å:
C (2.42, 0.09, 0.11)
C (1.20, -0.50, 0.28)
C (0.10, 0.48, 0.13)
C (-1.16, -0.35, 0.11)
C (-2.35, 0.27, -0.39)
H (2.43, 1.10, 0.03)
H (0.89, -1.52, 0.13)
H (-1.07, -1.31, 0.57)
H (-2.76, 1.32, -0.40)
O (0.21, 1.66, -0.10)
Cl (3.90, -0.60, -0.30)
Cl (-3.82, -0.63, -0.16)

relative energy (zero: lowest compared OMol25 entry of this formula, charge and spin)	35.2	kcal per mole
structure (SMILES)	O=C(/C=C/Cl)/C=C/Cl
frontier orbital gap	8.692	eV
lowest unoccupied orbital energy	-1.0	eV

These are the natural (NBO) partial charges, in e, on atoms 1 to 8: -0.109, -0.363, 0.505, -0.326, -0.141, 0.217, 0.224, 0.228

A structure of composition C4H4BrClN2. Source: OMol25; level of theory: wB97M-V/def2-TZVPD.

Atoms and positions in Å:
C (-0.59, 0.08, -1.25)
C (-1.45, 2.94, 1.45)
C (0.57, -1.74, -0.29)
C (-1.87, 0.16, -0.81)
N (0.40, -0.56, -0.65)
N (-0.50, 2.49, 1.00)
Cl (-2.94, 1.59, -1.09)
Br (-2.57, -0.67, 0.79)
H (-0.23, 0.56, -2.07)
H (-2.28, 3.47, 1.87)
H (-0.11, -2.57, -0.51)
H (1.41, -2.04, 0.18)

relative energy (zero: lowest compared OMol25 entry of this formula, charge and spin)	54.6	kcal per mole
frontier orbital gap	9.194	eV
lowest unoccupied orbital energy	0.5	eV

These are the natural (NBO) partial charges, in e, on atoms 1 to 8: -0.054, 0.080, 0.014, -0.160, -0.369, -0.320, -0.019, 0.051

A structure of composition F2KNO4S2. Source: OMol25; level of theory: wB97M-V/def2-TZVPD.

Atoms and positions in Å:
K (-2.09, -0.79, 0.03)
N (-0.83, 0.35, -0.09)
S (0.14, 0.30, 1.10)
O (1.03, 1.41, 1.32)
O (0.50, -1.01, 1.66)
F (-1.04, 0.65, 2.16)
S (0.50, -0.11, -1.14)
O (0.91, -1.48, -1.06)
O (1.43, 0.91, -1.59)
F (-0.55, -0.24, -2.39)

relative energy (zero: lowest compared OMol25 entry of this formula, charge and spin)	164.8	kcal per mole
frontier orbital gap	9.646	eV
lowest unoccupied orbital energy	-1.0	eV

These are the Mulliken partial charges, in e, on atoms 1 to 8: 0.906, -0.357, 1.045, -0.573, -0.499, -0.323, 1.072, -0.454

A cluster of 2 separate species, C18H34BF2N2O6 in total. Source: OMol25; level of theory: wB97M-V/def2-TZVPD.

Atoms and positions in Å:
C (4.87, -0.10, 2.33)
C (5.05, 1.51, 2.34)
C (4.28, 2.26, 1.15)
C (4.45, 1.59, -0.30)
C (3.03, 1.30, -1.05)
C (1.97, 0.54, -0.12)
C (0.68, 0.05, -0.96)
C (0.26, -1.46, -0.52)
C (-0.34, -1.35, 0.99)
C (-1.74, -2.11, 1.17)
C (-2.92, -1.48, 0.23)
C (-3.91, -0.51, 1.09)
C (-5.13, -1.40, 1.63)
N (-6.32, -0.63, 2.12)
C (-6.00, 0.74, 2.51)
O (-5.24, 1.00, 3.49)
O (-6.63, 1.79, 1.79)
C (-5.67, 2.71, 1.21)
N (-5.54, 2.59, -0.29)
C (-6.64, 1.77, -0.87)
H (3.83, -0.44, 1.98)
H (5.14, -0.56, 3.33)
H (5.61, -0.49, 1.53)
H (6.17, 1.71, 2.35)
H (4.57, 1.87, 3.33)
H (3.19, 2.39, 1.48)
H (4.72, 3.32, 1.09)
H (5.00, 2.33, -0.98)
H (5.03, 0.61, -0.30)
H (2.62, 2.34, -1.31)
H (3.27, 0.72, -2.03)
H (1.56, 1.23, 0.70)
H (2.48, -0.39, 0.31)
H (0.86, 0.11, -2.09)
H (-0.19, 0.77, -0.70)
H (1.15, -2.17, -0.58)
H (-0.57, -1.89, -1.17)
H (0.42, -1.91, 1.65)
H (-0.48, -0.28, 1.34)
H (-2.11, -2.13, 2.25)
H (-1.58, -3.20, 0.84)
H (-3.56, -2.38, -0.10)
H (-2.44, -0.93, -0.65)
H (-3.29, -0.20, 2.01)
H (-4.22, 0.38, 0.45)
H (-5.50, -2.01, 0.72)
H (-4.80, -2.19, 2.40)
H (-6.94, -0.54, 1.29)
H (-4.65, 2.71, 1.72)
H (-6.10, 3.77, 1.38)
H (-4.61, 2.26, -0.56)
H (-6.57, 1.82, -2.02)
H (-7.68, 2.17, -0.60)
H (-6.62, 0.67, -0.57)
B (5.33, -2.99, -4.73)
O (5.09, -1.60, -5.16)
C (5.15, -0.84, -4.08)
O (5.00, 0.36, -4.08)
C (5.44, -1.67, -2.91)
O (5.57, -1.28, -1.77)
O (5.54, -2.94, -3.28)
F (6.49, -3.52, -5.39)
F (4.19, -3.81, -5.03)

relative energy (zero: lowest compared OMol25 entry of this formula, charge and spin)	95.1	kcal per mole
charge	-1
frontier orbital gap	8.924	eV
lowest unoccupied orbital energy	2.0	eV

These are the natural (NBO) partial charges, in e, on atoms 1 to 8: -0.633, -0.393, -0.416, -0.426, -0.400, -0.420, -0.397, -0.410